A structure of composition C40H38Cl2N6O6STi. Source: the OMol25 dataset; level of theory: the ωB97M-V functional and the def2-TZVPD basis.

XYZ file:
```
94
Properties=species:S:1:pos:R:3:forces:R:3:mulliken_charge:R:1
Ti 0.98665 -0.41412 0.32582 0.9583 -0.2261 0.1730 -0.594
Cl 0.88312 -5.60043 4.94043 0.0129 0.0254 -0.0345 -0.287
C 1.32009 -4.60537 3.56476 -0.0286 -0.0379 0.0698 0.080
C 0.54238 -3.48618 3.28849 -0.0806 0.0021 -0.0205 -0.846
C 0.84239 -2.67574 2.19937 0.1728 -0.1026 -0.1387 0.248
N 0.19985 -1.49932 1.84597 -0.2396 -0.0442 0.2814 1.719
C -0.81920 -0.96090 2.59897 0.1037 -0.1676 0.0652 -0.608
O -1.62467 -1.59288 3.29931 -0.0899 0.0911 0.0212 -0.901
C -0.81279 0.50294 2.53019 0.0335 0.1403 -0.1521 0.413
C -1.69044 1.30788 3.25757 0.0354 -0.0935 0.0493 -0.860
C -1.53961 2.67485 3.26280 0.0160 0.1169 -0.0054 -0.369
C -0.45143 3.23820 2.52883 -0.0687 -0.0969 0.0380 -1.176
C 0.37745 2.38810 1.84075 -0.0011 0.0392 -0.0437 0.027
N 0.22079 1.05726 1.79391 -0.1188 -0.1492 -0.1498 0.369
C 1.94209 -3.01344 1.35480 -0.1231 0.1170 0.0312 -0.594
C 2.71603 -4.12432 1.66963 0.0414 -0.0205 0.0120 -0.472
C 2.40104 -4.91745 2.76883 0.0343 -0.0091 -0.0280 0.048
Cl 3.40471 -6.31446 3.10231 -0.0222 0.0302 -0.0068 -0.277
N 2.12205 -2.15618 0.27265 -0.0968 -0.0304 -0.0819 1.118
C 2.68072 -2.61499 -0.88869 0.0523 0.0171 -0.2336 -0.558
O 3.21149 -3.73949 -1.02233 -0.0253 0.0031 0.0614 -0.854
C 2.56151 -1.76027 -2.06549 0.0781 0.0309 0.1430 0.120
C 3.03448 -2.13989 -3.30626 -0.0074 0.0239 -0.1213 -0.489
C 2.48668 -1.62683 -4.48162 0.0492 -0.0507 0.0354 -1.243
C 1.22018 -0.99107 -4.33699 -0.0266 0.0168 0.0407 -0.626
C 0.77640 -0.58256 -3.12706 0.0454 0.0092 -0.0165 -0.411
N 1.77392 -0.51091 -2.03818 -0.3019 -0.1311 0.1645 2.005
H -0.30702 -3.25216 3.91033 0.0030 0.0069 -0.0059 0.608
H -2.46758 0.80966 3.82545 0.0125 -0.0014 0.0052 0.638
H -2.20993 3.30555 3.83575 0.0076 0.0051 -0.0009 0.457
H -0.25814 4.30286 2.52352 -0.0009 0.0064 0.0022 0.431
H 1.21982 2.76997 1.27015 0.0051 0.0008 0.0132 0.137
H 3.55554 -4.37970 1.04548 -0.0044 0.0005 0.0005 0.574
H 3.76250 -2.94275 -3.32942 0.0032 -0.0047 -0.0115 0.375
H 2.84886 -1.93270 -5.45423 0.0045 0.0006 -0.0008 0.315
H 0.53124 -0.94914 -5.17670 0.0025 0.0017 -0.0037 0.376
H -0.23970 -0.32120 -2.88370 -0.0002 -0.0148 0.0022 0.026
C -7.65182 0.64171 -0.09351 -0.0258 -0.0042 -0.0232 -1.182
C -6.63739 0.12899 0.91690 0.0463 0.0107 -0.0200 -0.800
N -5.31223 0.70586 0.70168 -0.0958 -0.1683 0.2268 0.491
C -4.76548 1.49646 1.80465 0.0368 -0.0101 -0.0916 0.106
C -5.46038 2.83859 1.95243 0.0047 0.0333 0.0152 -1.250
C -4.51275 0.04354 -0.18962 0.3015 0.1753 -0.1968 -0.068
O -4.88395 -0.94942 -0.79149 -0.1246 0.0013 -0.0331 -0.687
C -3.16672 0.65359 -0.46875 -0.1138 -0.1468 0.1169 -0.602
C -3.03555 1.96511 -0.88860 -0.0343 0.1272 -0.0863 0.243
C -1.76897 2.46480 -1.18431 -0.0265 -0.0899 0.1563 -1.600
C -0.68563 1.63603 -0.97697 -0.0947 0.1645 -0.3980 -0.133
N -0.81130 0.37657 -0.55892 -0.1251 0.0249 -0.1088 1.802
C -2.02565 -0.12673 -0.32697 -0.0210 0.0941 0.1007 -0.765
H -8.62830 0.18031 0.07024 -0.0004 0.0052 0.0071 0.414
H -7.32505 0.39618 -1.10403 0.0084 -0.0071 0.0077 0.286
H -7.76232 1.72522 -0.01934 -0.0001 0.0001 0.0008 0.261
H -6.56115 -0.95692 0.84434 0.0061 0.0002 0.0110 0.446
H -6.94476 0.37823 1.93384 -0.0138 0.0196 -0.0100 0.444
H -3.69998 1.64529 1.65258 -0.0251 -0.0130 -0.0297 -0.406
H -4.85379 0.91202 2.72686 -0.0349 0.0218 0.0127 0.459
H -5.32881 3.43972 1.05072 0.0071 -0.0026 0.0004 0.228
H -5.03244 3.38611 2.79360 0.0018 -0.0003 -0.0039 0.394
H -6.53232 2.72466 2.13067 -0.0047 -0.0087 0.0025 0.338
H -3.91730 2.58737 -0.99561 0.0074 -0.0060 -0.0012 0.514
H -1.61718 3.47401 -1.53891 -0.0266 0.0101 0.0072 0.438
H 0.32903 1.97375 -1.16992 -0.0205 0.0125 0.0265 0.197
H -2.05848 -1.16362 -0.02352 -0.0630 0.0068 0.0004 0.496
C 4.35566 1.82647 1.76172 0.0499 -0.0332 -0.0374 -1.513
C 3.29420 0.73962 1.62986 0.0322 0.1333 0.0232 0.411
O 3.14214 -0.07631 2.52697 0.0351 -0.0146 0.0394 -0.580
O 2.60012 0.79694 0.54091 -0.0992 0.0388 0.0563 0.386
H 4.14297 2.41736 2.65438 -0.0254 0.0021 -0.0063 0.317
H 4.38060 2.47030 0.88417 0.0223 0.0065 0.0041 0.160
H 5.33197 1.36128 1.90363 -0.0085 -0.0157 -0.0039 0.366
C 2.53576 0.61296 -2.22367 0.1261 -0.1015 0.0725 -0.319
C 3.17972 1.61893 -2.35339 -0.0146 0.1243 -0.0784 0.213
C 3.91132 2.84575 -2.35258 -0.0282 0.0113 0.0403 -0.364
C 3.53491 3.88652 -1.49464 -0.0060 -0.0039 0.0099 0.010
C 4.23848 5.07956 -1.47354 0.0115 0.0009 -0.0061 -0.607
C 5.33830 5.26109 -2.30359 -0.0184 -0.0067 0.0123 -0.360
C 5.72462 4.23405 -3.15411 -0.0024 -0.0308 -0.0163 -0.485
C 5.01940 3.04029 -3.18181 0.0212 0.0014 -0.0262 -0.628
H 2.69353 3.72762 -0.83170 0.0012 0.0013 -0.0024 0.307
H 3.93350 5.86797 -0.79580 -0.0009 0.0013 0.0008 0.364
H 5.89290 6.19136 -2.28237 -0.0020 0.0037 0.0019 0.357
H 6.58409 4.36111 -3.80193 0.0009 0.0045 0.0004 0.363
H 5.31721 2.23765 -3.84377 -0.0015 -0.0033 0.0018 0.478
C 0.28551 -4.34585 -2.80324 0.0412 0.0351 -0.0350 -0.741
S -0.83486 -3.86575 -1.48270 0.1500 0.0480 -0.2006 0.151
C -0.14266 -4.94391 -0.23112 0.0263 0.0096 0.0730 -0.643
O -0.45548 -2.46263 -1.14966 -0.3147 0.0873 0.2589 -0.301
H 0.05618 -5.36379 -3.12342 -0.0165 -0.0014 0.0196 0.511
H 1.31295 -4.25905 -2.44322 0.0019 -0.0123 -0.0094 0.078
H 0.12669 -3.63734 -3.61644 0.0136 -0.0169 0.0029 0.225
H 0.93616 -4.79669 -0.17799 0.0110 -0.0198 -0.0198 0.077
H -0.38676 -5.97401 -0.49737 -0.0136 0.0030 -0.0143 0.541
H -0.59993 -4.68179 0.72298 0.0027 -0.0074 -0.0044 0.245
```
Positions in Å, forces in eV/Å.

Computed properties:
Total charge = -2
Spin multiplicity = 3
HOMO-LUMO gap (alpha / beta) = 0.145 / 0.184 hartree
⟨S²⟩ = 2.015

***

A cluster of 7 separate species, C40H38N6O15 in total at a distorted geometry. Source: the OMol25 dataset; level of theory: the ωB97M-V functional and the def2-TZVPD basis.

XYZ file:
```
99
Properties=species:S:1:pos:R:3:forces:R:3:mulliken_charge:R:1
C 6.49109 3.35978 0.72406 0.3984 -1.4589 0.5988 -0.471
C 5.51221 2.35277 0.75242 0.2016 0.6045 0.5453 -0.579
C 4.54492 2.39761 1.75014 -0.5997 -0.3234 -0.4512 -0.005
C 4.56326 3.41686 2.67307 0.3037 0.3424 0.2696 0.049
C 5.56781 4.35550 2.69203 0.2320 1.0893 0.1682 -0.331
C 6.56260 4.30849 1.73223 -0.1965 -0.1843 -0.6779 -0.585
N 3.51689 3.48151 3.71062 -0.4945 -0.4397 0.0861 0.931
O 3.66759 4.21611 4.66669 0.0556 -0.1810 -0.4957 -0.584
O 2.54180 2.75142 3.54742 0.3615 0.3769 0.1485 -0.559
H 7.35340 3.22782 0.08229 -0.2544 0.2694 -0.3984 0.419
H 5.54985 1.51928 0.06756 -0.1059 0.0839 -0.1649 0.416
H 3.71749 1.70201 1.82436 0.2518 -0.2159 -0.1699 0.458
H 5.54808 5.18383 3.38946 -0.0106 -0.2897 0.2349 0.429
H 7.40569 4.98455 1.70325 -0.1900 0.2412 0.2926 0.385
C -1.31423 1.16823 1.51590 0.0601 -0.9862 0.4747 -0.223
C -2.19676 0.65518 0.56252 0.6917 0.5951 -0.1868 -0.569
C -1.80401 0.55664 -0.76434 -0.8414 -0.4005 -0.0536 0.217
C -0.51221 0.87512 -1.12993 -0.7951 0.0463 1.0900 -1.066
C 0.34519 1.36733 -0.16101 1.3366 0.0315 -0.2605 0.037
C 0.01469 1.47202 1.19239 -1.1109 0.3394 -1.4459 -0.438
N -0.08848 0.66719 -2.51303 0.0387 0.3159 0.1424 1.095
O 1.04882 0.97162 -2.80507 0.3759 0.0766 -0.0624 -0.643
O -0.90022 0.20846 -3.28289 -0.1354 -0.1393 -0.2050 -0.599
H -1.67217 1.16096 2.53931 0.2020 0.3305 0.0783 0.215
H -3.20424 0.34283 0.79301 0.0012 0.1282 0.2415 0.440
H -2.56867 0.22160 -1.45113 0.3651 -0.1281 -0.2941 0.385
H 1.33139 1.65826 -0.50988 0.0132 -0.1093 0.1960 0.592
H 0.74716 1.90815 1.85401 -0.1283 -0.1628 0.3497 0.492
C -1.19100 -4.77797 -6.39683 0.9065 -0.3534 0.0871 -0.307
C -0.20809 -5.00689 -5.42530 -0.7326 0.0930 -0.0547 -0.592
C -0.37821 -4.48479 -4.15952 0.4310 -0.1548 0.8299 -0.168
C -1.51166 -3.75900 -3.84491 -0.1333 -0.1103 -1.1513 -0.040
C -2.49953 -3.56927 -4.80119 -0.2382 0.3511 0.1091 -0.229
C -2.34300 -4.08166 -6.08638 0.0579 0.1198 0.4716 -0.567
N -1.61623 -3.10280 -2.54729 0.0569 0.5220 0.5033 0.935
O -2.45901 -2.24282 -2.40355 -0.3314 -0.1885 -0.2052 -0.478
O -0.81841 -3.40114 -1.67613 0.1278 -0.2951 -0.1707 -0.587
H -0.96580 -5.14802 -7.38901 -0.4115 -0.0079 -0.0947 0.362
H 0.64817 -5.63099 -5.63318 0.1134 0.1585 -0.1342 0.380
H 0.35667 -4.63062 -3.37643 0.0345 -0.0325 -0.1270 0.456
H -3.36958 -2.97464 -4.55688 0.0179 -0.0538 0.0595 0.429
H -3.12260 -3.91072 -6.81388 0.0490 -0.0095 -0.0946 0.380
C 0.14082 -2.12484 3.07240 -0.0554 0.1655 0.2907 0.141
C 1.00689 -2.84647 3.88588 -0.5886 -0.1572 -0.6718 -0.148
C 1.50205 -4.06713 3.43171 -0.0568 0.2861 0.9776 -0.670
C 1.12099 -4.54590 2.19106 -0.3115 0.3764 -0.2127 -0.088
C 0.26408 -3.81803 1.37835 -0.0642 0.4639 -0.4420 -0.440
C -0.18007 -2.58132 1.80866 -0.4262 -0.0696 0.3440 -0.616
N 1.58836 -5.85533 1.72402 0.2624 -0.0136 0.4716 1.045
O 1.41350 -6.14363 0.56403 -0.1677 -0.0447 -0.4140 -0.602
O 2.14093 -6.56927 2.53731 0.0516 -0.0728 0.0930 -0.620
H -0.37737 -1.24602 3.44252 0.3221 0.1448 0.0498 0.187
H 1.18268 -2.49805 4.88953 0.3096 -0.1596 0.0605 0.270
H 2.08080 -4.62104 4.15776 0.2180 -0.3700 -0.4917 0.443
H -0.11704 -4.11751 0.41288 0.4278 -0.5446 0.0482 0.571
H -0.89236 -2.01683 1.21988 0.1090 -0.0686 -0.1993 0.488
C -0.70145 1.22352 5.24144 -0.8060 -0.7725 0.0158 -0.878
C 0.51127 0.62076 5.56399 0.3832 0.3649 -0.4019 -0.052
C 0.56876 -0.52618 6.33461 -0.0473 -0.8909 0.0217 -0.186
C -0.61090 -1.15968 6.70885 -0.5160 0.6996 -0.8986 0.052
C -1.82222 -0.66885 6.24589 -0.0946 0.2235 1.2136 -0.555
C -1.86915 0.53017 5.54368 -0.1092 -0.0428 0.7857 -0.406
N -0.62118 -2.37384 7.53288 0.3894 -0.3640 0.2756 1.020
O 0.46876 -2.82669 7.84782 -0.3467 0.1065 -0.0946 -0.599
O -1.69223 -2.85903 7.85517 0.4212 0.3161 -0.2074 -0.603
H -0.82610 2.18285 4.75928 0.5558 0.0266 -0.1487 0.514
H 1.42620 1.02099 5.14506 0.0548 0.2276 0.3451 0.369
H 1.49777 -1.02508 6.57911 0.1047 0.3253 0.0734 0.468
H -2.71662 -1.09016 6.68935 -0.0862 -0.1951 -0.5223 0.509
H -2.85668 0.95594 5.41766 0.1147 0.1318 -0.4214 0.450
C -9.58562 -1.48835 -2.01831 -0.8377 0.2106 0.1685 -0.372
C -9.17603 -0.26280 -2.53393 0.5289 0.2023 -0.2177 -0.459
C -7.88735 0.19562 -2.31322 0.0668 0.2020 1.0241 -0.239
C -7.09557 -0.50735 -1.41154 -0.7810 -0.2852 -0.4303 -0.082
C -7.56987 -1.65606 -0.79216 0.8429 0.1779 0.7024 -0.123
C -8.82420 -2.16292 -1.07538 0.6476 0.1978 -0.7492 -0.587
N -5.73803 -0.03339 -1.14521 0.7106 -0.2313 -0.2348 1.069
O -5.39789 1.03129 -1.62845 -0.1962 -0.1088 0.2179 -0.599
O -4.98852 -0.76575 -0.51690 -0.3836 0.2423 0.0609 -0.543
H -10.56038 -1.86493 -2.30506 -0.0139 -0.0081 0.1165 0.356
H -9.81845 0.40402 -3.09329 -0.2335 -0.4613 -0.2685 0.361
H -7.53342 1.14946 -2.67671 -0.0279 -0.0919 -0.2307 0.441
H -6.93805 -2.11426 -0.04094 0.0079 -0.1328 -0.1613 0.415
H -9.10176 -3.10804 -0.63391 -0.3187 0.0738 0.0075 0.377
C 3.21080 3.71437 -1.58829 -0.1155 -0.6613 0.4259 -0.900
C 3.30490 4.45914 -2.89684 -1.8509 -0.5274 -0.1393 -0.511
O 4.58446 4.32707 -3.48088 0.5020 0.2638 0.5716 -0.213
C 4.71480 4.75153 -4.73257 -0.3935 -0.1170 0.3371 0.748
O 3.81925 5.07383 -5.45537 -0.4534 0.2139 -0.3690 -0.557
O 6.00333 4.74213 -5.02413 0.5746 -0.1140 -0.1973 -0.326
C 6.33315 4.86260 -6.39182 1.1579 -0.0720 -1.2613 -0.667
H 3.49630 2.66353 -1.69331 0.2230 0.0984 -0.3047 0.248
H 2.15712 3.63658 -1.30795 -0.0125 0.3664 -0.0042 0.404
H 3.75978 4.08661 -0.72427 0.1195 0.4134 -0.2340 0.335
H 2.92205 5.48158 -2.84182 0.7977 0.3004 0.2261 0.343
H 2.53963 4.01371 -3.54347 0.3788 -0.2397 -0.2349 0.306
H 7.10275 5.61982 -6.55555 -0.2918 0.3548 0.4814 0.234
H 5.50305 5.06642 -7.05943 -0.3018 0.0462 0.3564 0.345
H 6.84265 3.96137 -6.74504 -0.3683 -0.2961 0.3227 0.249
```
Positions in Å, forces in eV/Å.

Computed properties:
Spin multiplicity = 1
HOMO-LUMO gap = 0.325 hartree

***

Relative energy (zero: lowest compared OMol25 entry of this formula, charge and spin) across the listed records, respectively: 9.5; 5.4 kcal per mole.